# C6H11O4S

A gas-phase ion, C6H11O4S (charge -1) in a non-equilibrium geometry (ωB97M-V/def2-TZVPD, the OMol25 dataset).

Each line ends with the Löwdin charge.
Element x y z (Å)
C -2.32 0.91 -1.67  -0.06
C -1.16 0.67 -0.67  -0.33
C -1.48 1.30 0.73  -0.04
C -0.01 0.04 -0.91  -0.01
C 1.27 -0.16 0.24  -0.48
C 2.48 -0.78 -0.57  -0.08
O 1.61 0.81 1.20  -0.03
S 0.57 -1.54 1.32  0.48
O 0.95 -1.07 2.66  -0.37
O -0.90 -1.73 1.12  -0.39
O 1.30 -2.78 1.12  -0.38
H -2.15 1.91 -2.16  0.09
H -3.17 0.83 -1.00  0.06
H -2.30 0.19 -2.45  0.04
H -2.42 1.71 0.78  0.03
H -0.71 2.04 0.76  0.07
H -1.40 0.46 1.40  0.06
H 0.16 -0.57 -1.78  0.08
H 3.30 -0.91 0.29  0.12
H 2.18 -1.74 -1.19  0.11
H 2.92 -0.02 -1.19  0.04
H 1.29 0.45 1.98  -0.02

Output
LUMO level = 3.53 eV
largest force on an atom = 0.1087 hartree/bohr
net charge = -1
HOMO level = -0.1832 Eh
energy above the lowest of the compared OMol25 structures with the same formula, charge and spin = 83.2 kJ/mol
SMILES string = CC(C)=C[C@@](C)(O)S(=O)(=O)[O-]